Record 1
Density functional theory data (ωB97M-V/def2-TZVPD) for C17H20F4N3PdS as an isolated structure at a distorted geometry.

Properties
LUMO level (alpha / beta)   -0.20185 / -0.20189 hartree
Spin multiplicity   1
Total charge   +1

Each line ends with the Löwdin charge.
Cartesian coordinates (Å):
Pd (0.434, 0.541, -0.184)  0.769
C (-3.080, -2.035, 1.505)  -0.057
C (-1.727, -1.340, 1.374)  -0.222
N (-1.543, -0.583, 0.127)  -0.261
C (-2.594, 0.419, -0.088)  -0.246
C (-2.594, 1.447, 1.040)  -0.075
C (-1.396, -1.448, -1.058)  -0.177
C (-0.119, -2.303, -1.004)  -0.203
N (0.949, -1.500, -0.479)  -0.046
C (2.233, -1.858, -0.482)  -0.186
C (3.134, -1.080, 0.302)  -0.150
F (2.584, -0.069, 1.041)  0.004
C (4.487, -1.332, 0.365)  -0.217
F (5.266, -0.572, 1.133)  0.112
C (5.045, -2.370, -0.370)  0.092
C (4.199, -3.153, -1.144)  -0.212
F (4.715, -4.147, -1.861)  0.117
C (2.834, -2.928, -1.201)  -0.126
F (2.076, -3.722, -1.972)  0.096
H (-3.059, -2.676, 2.381)  0.087
H (-3.291, -2.658, 0.641)  0.075
H (-3.889, -1.323, 1.635)  0.071
H (-0.931, -2.082, 1.427)  0.112
H (-1.584, -0.654, 2.212)  0.116
H (-3.577, -0.062, -0.179)  0.125
H (-2.382, 0.920, -1.044)  0.109
H (-3.093, 1.071, 1.929)  0.080
H (-3.099, 2.354, 0.722)  0.077
H (-1.554, 1.685, 1.303)  0.049
H (-1.313, -0.789, -1.936)  0.121
H (-2.276, -2.091, -1.183)  0.126
H (0.083, -2.673, -2.018)  0.123
H (-0.256, -3.189, -0.365)  0.135
H (6.104, -2.564, -0.344)  0.141
S (1.886, 1.721, -1.625)  0.728
C (0.706, 2.596, -0.738)  -0.856
N (-0.308, 3.217, -1.441)  0.074
C (-1.082, 4.194, -0.910)  -0.036
C (-0.943, 4.550, 0.397)  -0.028
C (0.019, 3.888, 1.197)  -0.014
C (0.844, 2.941, 0.645)  -0.104
H (-0.369, 3.004, -2.433)  0.157
H (-1.792, 4.655, -1.578)  0.145
H (-1.542, 5.340, 0.814)  0.123
H (0.121, 4.153, 2.238)  0.131
H (1.673, 2.508, 1.208)  0.119

---

Record 2
Density functional theory data (ωB97M-V/def2-TZVPD) for C4H8OS as an isolated structure at a distorted geometry.

Properties
LUMO level   0.02505 hartree
Relative energy (zero: lowest compared OMol25 entry of this formula, charge and spin)   4.7853 eV
Spin multiplicity   1

Each line ends with the Löwdin charge.
Cartesian coordinates (Å):
C (-2.008, -0.312, -0.200)  -0.152
C (-0.572, 0.041, -0.265)  -0.686
C (0.383, 0.294, 0.781)  -0.601
C (1.644, -0.226, 0.416)  -0.321
H (-2.497, -0.613, -1.593)  0.192
H (-2.911, 0.510, 0.371)  0.165
H (-1.850, -1.275, 0.208)  0.022
H (-0.292, -0.474, -1.245)  0.144
H (0.261, 0.330, 1.856)  0.134
H (1.591, -1.414, 0.478)  0.169
H (2.534, 0.204, 0.969)  0.138
H (1.622, 1.016, -0.818)  -0.016
O (2.193, 0.191, -0.875)  -0.145
S (-0.099, 1.729, -0.084)  0.957

---

Record 3
Density functional theory data (ωB97M-V/def2-TZVPD) for C2H3Cl2O as an isolated structure at a distorted geometry.

Properties
LUMO level (alpha / beta)   0.01467 / -0.06428 hartree
Relative energy (zero: lowest compared OMol25 entry of this formula, charge and spin)   0.3233 eV
Spin multiplicity   2
⟨S²⟩   0.766

Each line ends with the Löwdin charge.
Cartesian coordinates (Å):
C (0.444, 0.084, 1.203)  -0.681
C (1.297, 1.041, 0.670)  -0.596
Cl (2.314, 1.174, -0.750)  0.597
Cl (-0.153, -0.130, 2.712)  0.756
H (-0.087, -0.772, 0.291)  -0.080
H (1.422, 1.997, 1.224)  0.063
O (0.050, -1.615, -0.337)  -0.104
H (-0.610, -1.508, -1.040)  0.045

---

Record 4
Density functional theory data (ωB97M-V/def2-TZVPD) for C36H29AsN4O6S3Ti as an isolated structure at a distorted geometry.

Properties
LUMO level (alpha / beta)   0.14239 / 0.14119 hartree
Relative energy (zero: lowest compared OMol25 entry of this formula, charge and spin)   2.2606 eV
Spin multiplicity   3
⟨S²⟩   2.022
Total charge   -2

Each line ends with the Löwdin charge.
Cartesian coordinates (Å):
Ti (-0.136, 0.124, -0.041)  0.793
O (-0.391, -2.827, -2.958)  0.040
C (-0.648, -1.825, -2.301)  -0.573
O (-0.035, -1.460, -1.253)  -0.184
C (-1.877, -0.971, -2.706)  -0.079
C (-2.863, -0.919, -1.529)  -0.244
C (-4.212, -0.331, -2.001)  -0.093
C (-3.872, 1.162, -2.097)  -0.068
C (-2.366, 1.161, -1.729)  -0.507
O (-2.329, 0.108, -0.716)  -0.105
C (-1.558, 0.533, -2.878)  -0.097
C (-0.043, 0.873, -2.750)  -0.631
O (0.624, 0.902, -3.774)  0.057
O (0.435, 0.996, -1.562)  -0.226
H (-2.322, -1.421, -3.596)  0.149
H (-2.946, -1.850, -0.960)  0.165
H (-4.524, -0.761, -2.951)  0.108
H (-4.990, -0.514, -1.257)  0.104
H (-4.027, 1.603, -3.080)  0.109
H (-4.421, 1.758, -1.362)  0.117
H (-2.465, 2.894, -0.671)  0.068
H (-1.880, 0.908, -3.854)  0.149
N (-3.049, 0.831, 2.762)  0.165
C (-2.881, 2.178, 2.572)  -0.202
C (-3.626, 3.257, 3.004)  -0.054
C (-3.172, 4.527, 2.644)  -0.136
C (-2.025, 4.684, 1.881)  -0.109
C (-1.280, 3.602, 1.430)  -0.049
C (-1.723, 2.323, 1.762)  -0.239
N (-1.224, 1.091, 1.444)  -0.030
C (-2.023, 0.188, 2.076)  -0.256
C (-1.758, -1.177, 1.980)  -0.365
C (-2.412, -2.285, 2.522)  -0.397
S (-1.632, -3.753, 1.986)  0.909
C (-0.455, -2.778, 1.144)  -0.460
N (-0.653, -1.480, 1.213)  -0.098
H (-3.764, 0.373, 3.297)  0.145
H (-4.519, 3.121, 3.601)  0.091
H (-3.731, 5.396, 2.966)  0.081
H (-1.704, 5.683, 1.619)  0.093
H (-0.394, 3.728, 0.827)  0.076
H (-3.323, -2.326, 3.081)  0.026
H (0.318, -3.258, 0.568)  0.061
S (1.553, 1.717, 1.066)  0.699
C (3.221, 1.336, 1.333)  -0.712
C (4.076, 2.329, 1.834)  -0.145
C (5.392, 2.050, 2.127)  -0.128
C (5.892, 0.770, 1.929)  -0.130
C (5.061, -0.216, 1.410)  -0.114
C (3.736, 0.043, 1.097)  -0.387
As (2.422, -1.219, 0.335)  1.368
C (2.860, -0.952, -1.541)  -0.386
C (2.572, -1.996, -2.412)  -0.144
C (2.763, -1.850, -3.773)  -0.087
C (3.263, -0.660, -4.274)  -0.108
C (3.562, 0.380, -3.412)  -0.094
C (3.352, 0.242, -2.050)  -0.089
C (3.636, -2.818, 0.601)  -0.344
C (4.680, -3.215, -0.238)  -0.111
C (5.463, -4.313, 0.070)  -0.103
C (5.221, -5.048, 1.221)  -0.117
C (4.184, -4.672, 2.064)  -0.110
C (3.405, -3.573, 1.752)  -0.129
H (3.666, 3.318, 1.986)  0.088
H (6.038, 2.829, 2.517)  0.087
H (6.921, 0.538, 2.176)  0.081
H (5.461, -1.211, 1.258)  0.084
H (2.142, -2.913, -2.018)  0.103
H (2.489, -2.657, -4.439)  0.099
H (3.386, -0.534, -5.341)  0.093
H (3.929, 1.318, -3.807)  0.100
H (3.531, 1.081, -1.385)  0.105
H (4.884, -2.642, -1.136)  0.104
H (6.278, -4.597, -0.586)  0.094
H (5.837, -5.905, 1.461)  0.088
H (3.991, -5.239, 2.966)  0.091
H (2.590, -3.270, 2.407)  0.094
O (-2.330, 3.565, -3.540)  -0.754
S (-1.177, 3.366, -2.565)  0.739
N (-1.814, 2.369, -1.253)  -0.226

---

Record 5
Density functional theory data (ωB97M-V/def2-TZVPD) for a 2-piece molecular cluster, C4H14N3 overall at a distorted geometry.

Properties
LUMO level   -0.11004 hartree
Relative energy (zero: lowest compared OMol25 entry of this formula, charge and spin)   0.8338 eV
Spin multiplicity   1
Total charge   +1

Each line ends with the Löwdin charge.
Cartesian coordinates (Å):
C (0.805, 1.741, -1.260)  -0.036
C (0.557, 1.004, 1.094)  -0.432
N (0.728, 0.749, -0.211)  0.033
N (-0.042, 2.133, 1.460)  0.217
N (1.011, 0.175, 2.011)  0.228
H (1.070, -0.188, -0.353)  0.128
H (-0.675, 2.649, 0.872)  0.130
H (0.071, 2.541, 2.371)  0.135
H (1.372, -0.749, 1.842)  0.132
H (0.843, 0.374, 2.971)  0.128
H (1.789, 2.187, -1.427)  0.101
H (0.015, 2.479, -1.243)  0.088
H (0.745, 1.137, -2.177)  0.104
C (-0.582, -2.482, -0.337)  -0.150
C (-1.490, -1.561, -1.134)  -0.155
H (0.268, -1.978, 0.157)  0.022
H (-1.074, -3.152, 0.342)  0.069
H (0.072, -3.103, -0.958)  0.074
H (-1.412, -0.478, -1.198)  0.042
H (-2.444, -1.682, -0.630)  0.066
H (-1.627, -1.797, -2.193)  0.075

---

Record 6
Density functional theory data (ωB97M-V/def2-TZVPD) for a 8-piece molecular cluster, C33H86N7O12 overall at a distorted geometry.

Properties
LUMO level   0.09413 hartree
Relative energy (zero: lowest compared OMol25 entry of this formula, charge and spin)   0.4244 eV
Spin multiplicity   1
Total charge   -1

Each line ends with the Löwdin charge.
Cartesian coordinates (Å):
O (0.225, 0.120, 1.066)  0.030
C (-0.444, -0.244, -0.047)  -0.749
O (-0.017, 0.156, -1.180)  -0.043
O (-1.485, -0.935, 0.008)  -0.045
H (0.997, 0.584, 0.690)  0.090
C (0.251, 1.149, -5.180)  -0.119
O (0.421, 0.065, -4.309)  -0.151
C (1.748, -0.409, -4.335)  -0.251
C (1.983, -1.481, -3.280)  -0.185
N (0.916, -2.520, -3.280)  -0.030
C (1.069, -3.389, -4.452)  -0.211
C (0.061, -4.542, -4.397)  -0.241
O (-1.281, -4.121, -4.550)  -0.161
C (-2.045, -5.042, -5.288)  -0.137
H (-0.701, 1.029, -5.704)  0.087
H (0.962, 1.243, -6.009)  0.082
H (0.286, 2.059, -4.575)  0.068
H (2.501, 0.378, -4.193)  0.104
H (2.027, -0.784, -5.331)  0.106
H (1.972, -1.021, -2.292)  0.100
H (2.941, -1.992, -3.429)  0.101
H (1.122, -3.092, -2.468)  0.110
H (2.077, -3.827, -4.477)  0.110
H (0.929, -2.846, -5.387)  0.116
H (0.141, -5.164, -3.497)  0.120
H (0.386, -5.280, -5.143)  0.107
H (-1.813, -4.967, -6.357)  0.082
H (-3.114, -4.833, -5.244)  0.082
H (-1.900, -6.074, -4.956)  0.081
C (1.605, 3.159, 1.699)  -0.082
O (2.442, 2.127, 1.192)  -0.259
C (3.828, 2.151, 1.549)  -0.195
C (4.611, 0.959, 0.995)  -0.198
N (4.750, 1.089, -0.462)  -0.050
C (5.105, -0.149, -1.115)  -0.218
C (5.450, 0.072, -2.592)  -0.221
O (5.524, -1.202, -3.190)  -0.198
C (5.759, -1.221, -4.568)  -0.136
H (1.648, 3.213, 2.788)  0.096
H (0.608, 2.951, 1.314)  0.068
H (1.867, 4.118, 1.240)  0.090
H (3.949, 2.208, 2.634)  0.118
H (4.288, 3.056, 1.137)  0.118
H (4.029, 0.062, 1.246)  0.102
H (5.552, 0.884, 1.541)  0.117
H (3.826, 1.365, -0.797)  0.055
H (4.349, -0.938, -1.003)  0.117
H (5.981, -0.645, -0.684)  0.117
H (6.474, 0.469, -2.590)  0.117
H (4.818, 0.811, -3.092)  0.114
H (6.610, -0.644, -4.950)  0.081
H (4.904, -0.783, -5.099)  0.076
H (5.871, -2.229, -4.964)  0.083
C (-2.236, -1.462, 3.669)  -0.067
C (-2.112, -2.898, 3.283)  -0.400
C (-3.402, -3.510, 2.641)  -0.193
O (-4.548, -3.391, 3.451)  -0.203
C (-4.711, -4.317, 4.502)  -0.106
N (-1.031, -2.922, 2.256)  0.045
H (-2.976, -1.240, 4.446)  0.082
H (-2.668, -0.836, 2.882)  0.076
H (-1.298, -1.025, 4.002)  0.058
H (-1.830, -3.550, 4.114)  0.119
H (-3.218, -4.533, 2.294)  0.121
H (-3.628, -2.893, 1.768)  0.108
H (-5.636, -4.055, 5.010)  0.086
H (-3.792, -4.239, 5.090)  0.082
H (-4.819, -5.335, 4.109)  0.082
H (-1.134, -2.081, 1.682)  0.036
H (-1.239, -3.662, 1.591)  0.073
C (0.415, 3.730, -2.052)  -0.059
C (1.844, 3.344, -2.344)  -0.416
C (2.848, 4.496, -2.013)  -0.189
O (2.414, 5.746, -2.475)  -0.175
C (2.749, 5.961, -3.835)  -0.110
N (2.133, 2.124, -1.597)  0.059
H (0.304, 3.864, -0.972)  0.072
H (-0.266, 2.959, -2.414)  0.082
H (0.077, 4.676, -2.488)  0.074
H (1.882, 3.025, -3.391)  0.110
H (3.764, 4.168, -2.517)  0.117
H (3.084, 4.387, -0.952)  0.114
H (2.331, 5.185, -4.485)  0.083
H (3.825, 5.850, -4.001)  0.083
H (2.394, 6.912, -4.224)  0.084
H (2.085, 2.374, -0.602)  0.039
H (1.363, 1.454, -1.650)  0.044
C (1.510, -0.940, 4.257)  -0.061
C (2.543, -1.586, 3.333)  -0.432
C (3.152, -2.839, 3.935)  -0.208
O (3.756, -2.534, 5.186)  -0.204
C (4.734, -3.478, 5.600)  -0.109
N (1.874, -1.922, 2.075)  0.046
H (1.033, -0.069, 3.808)  0.062
H (1.981, -0.617, 5.191)  0.070
H (0.759, -1.685, 4.527)  0.070
H (3.296, -0.809, 3.163)  0.117
H (3.861, -3.230, 3.199)  0.121
H (2.342, -3.562, 4.079)  0.128
H (4.287, -4.464, 5.754)  0.083
H (5.102, -3.162, 6.576)  0.080
H (5.515, -3.420, 4.840)  0.085
H (1.287, -1.148, 1.754)  0.023
H (1.128, -2.593, 2.275)  0.034
C (-5.092, 0.962, 0.129)  -0.070
C (-5.341, -0.531, 0.156)  -0.441
C (-6.650, -0.984, -0.461)  -0.207
O (-7.674, -0.664, 0.461)  -0.189
C (-8.996, -0.667, -0.035)  -0.122
N (-4.216, -1.198, -0.532)  0.048
H (-5.900, 1.520, 0.614)  0.073
H (-5.011, 1.415, -0.864)  0.077
H (-4.216, 1.351, 0.655)  0.060
H (-5.306, -0.801, 1.218)  0.131
H (-6.567, -2.073, -0.559)  0.120
H (-6.772, -0.580, -1.470)  0.129
H (-9.042, 0.151, -0.761)  0.084
H (-9.618, -0.357, 0.807)  0.080
H (-9.433, -1.590, -0.424)  0.081
H (-3.373, -1.026, 0.027)  0.025
H (-4.315, -2.203, -0.388)  0.057
C (-1.447, 2.131, 3.195)  -0.047
C (-1.793, 3.615, 3.459)  -0.423
C (-2.731, 4.101, 2.369)  -0.222
O (-1.956, 4.064, 1.178)  -0.182
C (-2.744, 4.372, 0.040)  -0.097
N (-2.428, 3.822, 4.785)  0.033
H (-2.299, 1.461, 3.097)  0.075
H (-0.855, 1.807, 4.059)  0.074
H (-0.758, 2.000, 2.366)  0.038
H (-0.822, 4.113, 3.390)  0.125
H (-3.023, 5.141, 2.564)  0.119
H (-3.650, 3.510, 2.433)  0.129
H (-3.108, 3.471, -0.460)  0.084
H (-2.125, 4.907, -0.682)  0.076
H (-3.598, 5.016, 0.264)  0.083
H (-2.546, 4.826, 4.879)  0.058
H (-1.788, 3.563, 5.528)  0.062

---

Record 7
Density functional theory data (ωB97M-V/def2-TZVPD) for one molecule with the formula C4H9N at a distorted geometry.

Properties
LUMO level   0.03864 hartree
Structure (SMILES)   C=C(C)NC
Relative energy (zero: lowest compared OMol25 entry of this formula, charge and spin)   1.6244 eV
Spin multiplicity   1

Each line ends with the Löwdin charge.
Cartesian coordinates (Å):
C (0.539, -1.573, 0.626)  0.048
C (0.567, -0.371, -0.170)  -0.446
C (1.521, 0.723, 0.201)  -0.104
N (-0.494, 0.056, -0.986)  -0.109
C (-1.816, 0.335, -0.327)  -0.098
H (1.271, -1.753, 1.392)  0.028
H (-0.171, -2.370, 0.411)  0.039
H (2.144, 0.486, 1.162)  0.096
H (0.799, 1.692, 0.405)  0.125
H (2.240, 0.903, -0.670)  0.085
H (-0.234, 0.866, -1.566)  0.105
H (-1.694, 0.782, 0.650)  0.061
H (-2.250, -0.692, -0.085)  0.090
H (-2.423, 0.917, -1.043)  0.080

---

Record 8
Density functional theory data (ωB97M-V/def2-TZVPD) for C23H18AuBr2N2O4 as an isolated structure.

Properties
LUMO level   0.08719 hartree
Relative energy (zero: lowest compared OMol25 entry of this formula, charge and spin)   0.0000 eV
Spin multiplicity   1
Total charge   -1

Each line ends with the Löwdin charge.
Cartesian coordinates (Å):
Au (0.536, -1.922, -0.126)  0.846
O (-1.978, -4.595, -1.874)  0.031
C (-1.935, -4.435, -3.210)  -0.282
C (-2.744, -5.254, -4.002)  -0.029
C (-2.737, -5.130, -5.378)  -0.113
C (-1.919, -4.189, -5.994)  -0.118
C (-1.119, -3.378, -5.205)  -0.052
C (-1.112, -3.478, -3.818)  -0.107
C (-0.236, -2.528, -3.014)  -0.438
O (-0.013, -3.027, -1.738)  -0.400
N (-0.868, -1.214, -3.039)  -0.007
N (-0.035, -0.276, -2.519)  -0.042
C (-0.497, 0.729, -1.903)  -0.242
C (0.399, 1.698, -1.279)  -0.658
Br (2.224, 1.221, -1.293)  0.774
C (-0.067, 2.748, -0.610)  -0.121
C (0.669, 3.736, 0.196)  -0.240
C (0.205, 4.021, 1.481)  -0.042
C (0.862, 4.941, 2.282)  -0.089
C (1.986, 5.603, 1.805)  -0.106
C (2.446, 5.337, 0.524)  -0.093
C (1.794, 4.409, -0.276)  -0.071
H (-1.229, -4.020, -1.530)  0.053
H (-3.369, -5.985, -3.504)  0.108
H (-3.371, -5.775, -5.975)  0.092
H (-1.906, -4.089, -7.072)  0.087
H (-0.481, -2.631, -5.665)  0.111
H (0.715, -2.380, -3.542)  0.140
H (-1.790, -1.237, -2.603)  0.135
H (-1.567, 0.897, -1.749)  0.126
H (-1.150, 2.823, -0.565)  0.120
H (-0.654, 3.476, 1.851)  0.104
H (0.502, 5.136, 3.284)  0.097
H (2.502, 6.322, 2.430)  0.093
H (3.320, 5.851, 0.144)  0.097
H (2.155, 4.204, -1.274)  0.092
Br (1.395, 0.651, 8.283)  0.686
C (1.066, 0.407, 6.424)  -0.697
C (0.379, 1.385, 5.725)  -0.129
C (0.142, 1.195, 4.372)  -0.015
C (0.585, 0.049, 3.724)  -0.120
C (1.275, -0.915, 4.448)  -0.015
C (1.520, -0.744, 5.803)  -0.129
C (0.308, -0.117, 2.240)  -0.613
O (0.809, -1.192, 1.755)  -0.247
O (-0.333, 0.754, 1.660)  0.012
H (0.036, 2.277, 6.232)  0.094
H (-0.391, 1.937, 3.792)  0.103
H (1.617, -1.802, 3.933)  0.116
H (2.054, -1.494, 6.371)  0.095